# 1
# C30H44Br2N2P2V

A structure of composition C30H44Br2N2P2V in a non-equilibrium geometry (wB97M-V/def2-TZVPD, OMol25).

Its expectation value of S² is 3.825. Its multiplicity is 4. The net charge is +2. Its energy above the lowest of the compared OMol25 structures with the same formula, charge and spin is 62.7 kcal per mole.

```
81
Properties=species:S:1:pos:R:3:forces:R:3
Br 1.99511 0.78708 3.62326 -0.45 -0.87 -0.41
Br -1.19332 -3.16162 -2.21963 -0.13 -0.14 -0.20
V -0.24544 -1.13604 -1.36192 -0.56 0.24 -1.17
P -0.77010 1.32134 -1.04540 0.06 0.53 0.41
P -3.47604 -2.14227 -0.60106 -1.74 -1.62 -0.57
N 0.29788 -1.39418 0.54832 1.13 -0.34 1.80
N 5.17539 4.29186 2.33764 -0.29 0.24 0.22
C 0.31925 -2.67759 1.02114 -0.08 0.85 -0.01
C 0.64454 2.47715 -1.31459 0.19 0.00 -0.55
C 0.87333 -0.41302 1.31460 -0.62 -1.09 -0.20
C -2.86758 1.48507 0.87064 -0.19 0.06 0.13
C 4.14000 0.95240 -0.04124 1.07 -0.11 -1.17
C -3.38139 -3.90879 -0.03055 1.00 0.17 0.27
C -4.29213 -2.03312 -2.26524 0.95 0.42 -0.44
C 3.45823 -1.27204 -1.63961 -0.13 0.14 0.28
C -5.81294 -2.21824 1.02786 -0.27 -0.56 -0.04
C 3.56206 0.02550 -2.18966 -0.50 -0.93 0.33
C -2.04917 1.85434 -2.24742 -0.43 0.09 0.28
C -5.69449 -2.59383 -2.40062 -0.51 -0.13 0.01
C -4.06631 -4.96545 -0.88556 -0.44 -0.65 -0.09
C 2.71417 0.43787 -3.23511 0.21 -0.14 -0.04
C 5.05513 3.22092 0.20589 -0.15 0.14 0.70
C -4.65576 -1.33994 0.56848 0.72 0.58 0.15
C 4.64703 2.01334 0.80674 0.73 0.95 0.77
C -1.61761 2.08661 -3.68764 0.06 -0.04 -0.26
C 1.43620 -0.70510 2.54461 -0.09 0.65 0.57
C 0.84560 -2.99496 2.26306 0.13 -0.11 -0.03
C 1.43650 -2.00545 3.04629 -0.31 0.27 -0.35
C 4.27980 0.99032 -1.39389 0.35 0.30 0.58
C 2.28717 -1.99694 -1.80776 0.40 0.54 -0.50
C 4.92024 3.12600 2.93303 0.29 -0.38 -0.71
C 1.26181 -1.34597 -2.52258 0.29 -0.22 -0.23
C 1.49511 -0.23416 -3.35424 0.49 -0.10 -0.20
C 1.39290 2.97537 -0.07825 -0.03 0.03 0.11
C 5.26329 4.34264 1.00849 0.18 -0.89 -0.31
C -1.44964 1.94658 0.57414 0.15 0.01 -0.19
C 4.69874 1.93266 2.21881 0.18 0.72 -0.54
H 0.80563 0.62298 0.99029 0.17 -0.55 -0.14
H -6.04230 -2.47208 -3.43552 0.22 0.07 0.22
H -2.48558 2.77025 -1.82112 0.04 -0.15 -0.17
H -2.43495 2.55103 -4.23981 0.00 -0.02 0.04
H 4.79061 1.80806 -1.91498 -0.31 -0.30 0.35
H 1.83050 -2.19813 4.03674 0.01 -0.13 -0.10
H 2.16687 -3.00990 -1.41364 -0.09 0.45 0.14
H -3.71923 -5.97164 -0.58817 0.04 0.51 -0.07
H -3.86229 -4.86237 -1.96401 -0.11 0.01 0.45
H 4.23870 -1.57144 -0.92815 -0.33 -0.14 -0.51
H -6.44456 -2.59209 0.21743 0.27 0.04 0.11
H -0.75695 2.74725 -3.78662 0.01 -0.02 0.09
H -0.11917 -3.44165 0.37046 0.21 0.35 0.29
H -6.47546 -1.66252 1.68805 0.11 0.27 0.05
H 0.77956 -4.02351 2.60557 0.12 0.17 0.00
H 0.73434 0.07799 -4.08139 0.29 0.06 0.42
H -5.15222 -4.97229 -0.69452 0.42 0.08 -0.27
H -1.39086 1.15232 -4.20205 0.07 -0.05 0.03
H 1.35416 1.95303 -1.97657 -0.34 0.34 0.24
H -2.83668 1.08264 -2.23353 0.12 0.29 0.07
H 0.76740 3.56366 0.60114 0.12 -0.09 -0.17
H -4.25631 -0.95456 -2.51209 -0.09 -0.34 0.04
H 2.23773 3.60099 -0.38763 -0.20 -0.09 0.05
H -3.71796 -3.97752 1.00710 -0.07 0.22 -0.13
H 0.23869 3.32441 -1.89063 0.11 -0.17 0.22
H -0.79777 1.62542 1.40075 -0.15 0.26 -0.30
H -2.30271 -4.10733 -0.00243 -0.33 -0.10 0.08
H 5.51693 5.28365 0.52068 0.02 -0.05 0.41
H 3.00985 1.32019 -3.82825 -0.53 -0.42 0.36
H -2.85579 0.45951 1.24033 0.04 0.10 -0.01
H 1.82632 2.14582 0.48332 0.05 0.16 0.03
H 3.66441 0.12002 0.47195 -0.15 0.03 -0.28
H -5.68317 -3.66874 -2.19561 -0.31 0.43 0.01
H 4.63835 0.98530 2.75521 -0.28 0.29 -0.30
H -1.38644 3.04471 0.53210 -0.06 -0.30 -0.08
H -6.41541 -2.07436 -1.76500 0.06 -0.20 -0.09
H -5.45352 -3.06945 1.60909 -0.10 0.06 -0.09
H -3.52258 1.52090 -0.00712 0.08 0.10 0.17
H -3.63884 -2.53242 -3.00194 -0.19 0.30 0.47
H 5.22267 3.27896 -0.86769 -0.31 0.25 0.34
H 4.90103 3.13532 4.02418 0.09 -0.03 -0.25
H -4.98942 -0.42620 0.05336 0.08 -0.16 0.35
H -4.02781 -1.06469 1.43501 -0.55 0.07 -0.25
H -3.31272 2.11604 1.65200 0.07 -0.22 -0.21
```
Positions in Å, forces in eV/Å.


# 2
# C30H44Cl2FeNP

A structure of composition C30H44Cl2FeNP in a non-equilibrium geometry (wB97M-V/def2-TZVPD, OMol25).

Its expectation value of S² is 8.815. Its multiplicity is 6. The net charge is -1.

```
79
Properties=species:S:1:pos:R:3:forces:R:3
Fe -0.03284 0.06553 -0.14243 -0.02 0.15 -0.04
Cl -0.79481 -1.42274 -1.50958 -0.28 -1.17 -1.31
Cl -1.08717 1.91077 0.21213 -0.81 1.67 0.18
P -3.81992 0.57794 -2.30222 -0.44 -0.02 0.01
N 1.94217 0.47593 -0.46660 1.59 0.45 -0.66
C -5.79501 2.82058 0.67304 0.12 -0.14 -0.16
C -6.81656 3.57309 -1.52683 0.07 -0.07 -0.08
C -2.39449 -2.35920 4.36547 0.01 0.05 -0.10
C 0.40921 -0.81851 1.57269 0.45 -0.42 1.31
C -3.42882 0.32188 -6.49784 -0.04 0.02 0.18
C -4.92687 1.91304 -1.52152 0.49 -0.28 -0.42
C -6.87150 -2.41010 -2.60223 0.03 0.15 -0.01
C -2.85249 1.71439 -6.77023 0.00 -0.02 0.17
C -3.49779 2.77728 -5.87432 -0.02 -0.09 0.09
C -4.81402 -1.03186 -2.22979 0.41 0.58 -0.01
C -1.07515 -2.84838 4.35262 -0.04 0.13 -0.09
C 4.63201 1.07997 -0.93085 -0.40 -0.16 -0.01
C -1.84854 -0.80132 2.58253 0.13 -0.47 0.23
C -2.76830 -1.33363 3.47425 0.30 -0.08 0.05
C 3.92805 1.70027 0.10298 0.02 0.03 0.00
C -4.55311 -1.73492 -0.88942 0.00 -0.28 -0.02
C -4.02493 1.00472 -4.11831 -0.40 -0.07 0.27
C -5.18884 1.59995 -0.04253 -0.06 0.22 0.11
C -6.21228 2.34825 -2.23547 -0.15 0.10 0.20
C 3.96405 0.13661 -1.71727 0.05 0.06 0.11
C 2.59306 1.38112 0.31963 -0.19 -0.92 -0.90
C -3.36545 -0.06069 -5.01010 0.11 0.18 -0.09
C -7.05614 3.32826 -0.03299 0.07 -0.06 -0.03
C -5.11965 -3.16566 -0.91732 0.09 0.22 -0.02
C -3.43108 2.39933 -4.38737 0.07 -0.12 -0.17
C -0.13361 -2.33913 3.47003 -0.71 0.42 -0.06
C 2.62430 -0.14754 -1.46803 0.03 0.84 1.00
C -6.60080 -3.18882 -1.30935 0.04 0.06 0.00
C -6.30487 -0.97826 -2.54659 -0.19 -0.38 0.02
C -0.49902 -1.30649 2.53049 0.05 -0.13 0.43
H -7.94951 -2.37414 -2.80693 0.11 -0.08 0.01
H -2.37951 2.39868 -4.06088 -0.16 -0.01 -0.01
H -6.02306 2.60080 -3.28793 -0.02 -0.06 0.23
H -6.11909 4.41577 -1.64023 -0.09 -0.07 0.01
H -1.77045 1.69808 -6.58413 -0.08 0.00 0.00
H 0.89051 -2.71778 3.45227 -0.28 0.09 0.01
H -6.93536 -4.22573 -1.42686 -0.04 0.07 0.04
H -0.79147 -3.64013 5.04647 -0.06 0.13 -0.10
H -4.25064 1.31009 0.45468 -0.21 0.01 -0.16
H -4.54342 -3.75048 -1.64902 -0.06 0.05 0.11
H -3.12736 -2.76737 5.06659 0.25 0.10 -0.22
H -4.33067 -1.63835 -3.01636 -0.05 0.06 0.27
H -7.19491 -2.75219 -0.49532 0.03 0.00 -0.06
H -6.94454 1.52856 -2.23434 0.14 0.24 0.01
H -4.22383 2.76846 -1.55559 -0.22 -0.14 0.15
H -3.79150 -0.95115 3.48978 0.25 -0.08 0.02
H -3.94334 3.17208 -3.79600 0.12 -0.23 -0.09
H -6.39732 -2.93764 -3.44306 -0.08 0.06 0.08
H -5.11093 1.01683 -4.32874 0.32 0.09 -0.20
H -5.04064 3.62011 0.68890 -0.09 -0.11 0.03
H -3.84957 -1.03784 -4.87458 0.12 0.25 -0.01
H -4.47868 0.30128 -6.82071 0.07 0.00 0.00
H -7.75390 3.86001 -2.02026 0.09 0.03 0.08
H 2.07291 -0.88180 -2.05873 0.00 0.28 0.23
H -6.83655 -0.41366 -1.76557 0.13 -0.16 -0.13
H 4.46748 -0.38635 -2.52764 -0.03 0.14 0.17
H -2.31527 -0.18202 -4.70122 -0.16 0.00 -0.03
H -4.97615 -3.63811 0.06208 -0.02 0.01 -0.16
H -6.01859 2.56020 1.71437 0.02 0.10 -0.09
H -3.00721 3.74616 -6.02258 -0.07 -0.07 -0.05
H -6.49636 -0.47058 -3.50387 0.05 -0.08 0.21
H -7.85986 2.58978 0.08970 0.05 0.03 -0.03
H -4.55054 2.90022 -6.16493 0.07 -0.01 0.02
H -3.47063 -1.76146 -0.68945 -0.33 0.05 -0.01
H -5.02944 -1.17043 -0.07259 0.13 -0.14 -0.16
H 2.01487 1.82942 1.13146 0.05 -0.21 -0.36
H -2.99363 1.97857 -7.82388 0.05 -0.02 0.05
H -2.89434 -0.43110 -7.08729 -0.07 0.07 -0.01
H 5.67874 1.32162 -1.11806 -0.28 -0.07 0.06
H 1.45228 -1.12362 1.77797 -0.22 -0.32 0.02
H -5.88953 0.75320 0.04050 0.14 0.18 -0.03
H 4.39973 2.43644 0.75314 -0.04 -0.19 -0.19
H -7.39865 4.25436 0.44215 -0.04 -0.08 -0.02
H -2.12378 0.02324 1.91775 0.11 -0.37 0.16
```
Positions in Å, forces in eV/Å.


# 3
# C30H44N3O16

A cluster of 9 separate species, C30H44N3O16 in total in a non-equilibrium geometry (wB97M-V/def2-TZVPD, OMol25).

The net charge is -1. Its energy above the lowest of the compared OMol25 structures with the same formula, charge and spin is 52.0 kcal per mole.

```
93
Properties=species:S:1:pos:R:3:forces:R:3
O 3.91943 -5.85601 -0.24722 -0.10 1.52 -0.96
O 0.09743 -4.36601 1.66678 -2.11 -0.69 -1.94
O -0.84057 1.40599 2.01478 -3.94 -1.41 0.02
O 4.17043 6.61299 0.77078 -0.20 -0.77 -2.04
O -3.99157 -1.48301 4.67778 1.07 -5.72 -2.05
O 1.29943 1.22099 -4.47622 -4.85 4.05 5.20
O 1.46343 -1.37701 2.16278 -4.56 -3.79 -2.57
O -2.55057 1.37599 -0.41222 3.44 -3.18 -2.56
O 2.64143 -0.09001 0.99978 1.35 0.45 -3.99
O 3.36443 -1.52901 -3.64522 0.04 1.48 -1.43
O 3.26743 -0.89901 2.91378 3.07 -1.04 -2.13
O -0.02357 3.05999 0.87378 -3.04 1.61 -3.00
O -5.14757 3.64799 6.17678 0.64 -1.82 -1.17
O 0.83743 2.52199 2.63578 -0.71 0.45 2.55
O 4.23043 1.77999 -1.83922 -0.32 5.16 2.05
O -0.58057 -2.15801 -1.09122 0.04 4.34 2.39
N 2.55943 -0.96101 1.83178 -0.18 4.20 8.22
N -0.16857 2.41399 1.89678 7.36 -0.63 0.29
N -0.03057 0.13299 -0.26422 -6.33 -1.58 -4.86
C -4.99857 -0.02901 6.08078 -2.36 8.00 2.08
C 0.27743 -6.57701 2.51278 0.92 -0.59 -1.98
C 3.98543 5.61999 0.04578 -0.23 0.05 3.55
C 4.78543 4.12299 -1.81222 1.53 4.68 0.19
C -3.97057 2.25799 4.60278 2.98 -6.42 -2.14
C -4.11257 -0.38401 4.98078 0.43 7.08 0.40
C -0.11357 -5.11501 2.83178 0.90 -0.49 -2.86
C -3.02857 0.90499 -2.63022 1.36 -0.89 -1.93
C -1.47557 -1.64101 1.02578 -6.56 -1.86 -5.71
C -4.85157 2.49799 5.75878 1.44 4.42 -1.38
C 4.58043 5.49299 -1.30122 0.34 -5.73 -1.43
C 4.22343 -3.74201 -3.27722 0.69 -3.75 2.73
C -4.84857 1.26699 -0.83422 1.42 3.71 2.17
C -0.23257 2.14499 -5.89422 -1.49 -0.01 -2.28
C 0.61943 0.50199 -1.51022 -1.06 1.07 -2.52
C 2.67643 -2.68601 -1.64822 0.03 -1.80 3.33
C 4.37143 -4.88501 -2.36322 0.93 2.29 -2.30
C -5.34457 1.41899 6.43778 1.91 -9.50 -1.57
C 1.05543 2.38199 -5.19622 -6.14 1.02 5.16
C -3.44157 1.63799 -1.41222 -2.01 1.94 2.44
C 3.41243 3.17099 0.09478 -0.69 2.47 1.08
C 3.41943 -2.51001 -2.99422 -0.90 -3.58 3.96
C 3.75943 -4.88701 -0.99922 0.22 -1.17 -0.81
C -3.42357 0.85899 4.23378 -5.22 4.54 4.03
C 4.15143 2.94999 -1.28422 -1.47 -4.65 1.78
C -0.70557 -1.28401 -0.20122 0.66 -4.08 -2.58
C 0.72543 3.52399 -4.20322 0.93 1.51 0.52
C 2.92443 -3.75101 -0.71322 -1.12 3.07 1.71
C 3.35243 4.40499 0.77178 0.07 -1.34 -3.54
C -1.55157 -5.04701 3.13778 0.14 3.11 -5.20
H -2.31657 -0.00801 -2.26622 -1.69 2.18 -1.27
H -0.15057 1.50999 -6.76422 0.48 -0.82 -0.17
H 0.81843 -3.79001 1.60178 1.75 1.32 0.68
H -5.30557 2.02499 -0.01022 1.73 -1.79 -1.41
H -1.94357 -2.73001 1.03078 1.77 2.01 -0.66
H -3.59557 3.01899 3.94978 -0.04 0.67 0.14
H 1.52743 0.10799 -1.84922 1.28 -2.39 0.54
H 0.43743 0.04799 0.50878 5.07 0.02 5.88
H -1.82057 -4.02901 3.37278 -0.26 0.45 -0.17
H -0.20357 3.43499 -3.58322 1.06 -0.62 -0.38
H -2.48157 -1.07201 1.01878 1.53 -0.17 -0.19
H -0.87057 0.75599 0.03178 1.33 -0.25 -0.95
H 5.62143 3.82499 -2.52122 -1.42 1.02 0.30
H 1.08343 1.46899 -1.48422 -0.99 1.31 0.59
H -2.05257 -5.38701 2.19778 -0.20 -0.04 1.22
H -1.12957 -1.50601 1.89678 3.44 1.44 6.32
H -1.61157 -5.54401 3.95778 -1.63 -3.82 5.06
H 0.57643 4.45799 -4.69522 -0.97 0.56 -1.60
H 0.43543 -4.59701 3.55478 1.20 -0.07 1.84
H -0.13857 -6.99801 1.39878 0.51 1.36 3.41
H -5.87357 1.69899 7.26278 -1.81 0.01 2.18
H -0.02357 0.40099 -2.46022 0.45 0.32 2.01
H -0.77857 2.95699 -6.36122 0.34 0.99 0.31
H -3.38457 2.74199 -1.55722 -0.55 -0.51 -0.41
H 4.66943 -3.66101 -4.24022 0.69 -0.58 -0.60
H -2.85057 0.69599 3.37478 1.14 -0.07 -1.04
H 5.03943 -5.84501 -2.38322 -1.12 2.05 -1.09
H -5.58757 -0.72001 6.61578 -0.04 -1.19 0.48
H -2.39357 1.74099 -3.34122 -1.84 -2.96 1.64
H 4.98643 6.34799 -1.80222 0.38 0.23 0.03
H 1.39243 -6.73301 2.36678 -1.18 0.43 0.45
H -4.91457 0.27899 -0.52622 -0.14 -1.85 0.52
H 1.85643 0.81599 -4.95522 6.72 -5.62 -4.91
H -2.62857 1.72099 0.40978 -0.91 2.26 3.82
H 2.69643 4.61299 1.67678 1.19 -0.54 -1.24
H 1.97643 -1.89301 -1.30022 0.85 -0.60 -0.47
H -5.43257 1.51399 -1.60522 -3.04 0.18 -3.12
H 2.68843 -3.85901 0.54878 -0.11 1.03 -4.03
H 1.53743 4.04099 -3.64422 0.11 -1.70 0.65
H 2.76943 2.45499 0.61478 0.64 -0.71 -0.68
H -0.04457 -7.13301 3.39278 -0.07 -0.79 -0.41
H 1.62143 2.60499 -5.94822 4.84 1.41 -3.59
H -0.93557 1.69299 -5.26622 -0.99 -0.83 1.21
H -4.00357 0.45699 -3.10522 2.19 0.92 0.25
```
Positions in Å, forces in eV/Å.


no.,calculated total energy (eV)
1,-219137.60022
2,-102038.52833
3,-69029.44380